Entry 1:
A structure of composition C16H21CuN4O2, computed with the ωB97M-V functional and the def2-TZVPD basis.

Structure (XYZ):
```
44
Properties=species:S:1:pos:R:3:nbo_charge:R:1
C -1.2885 0.6648 -4.4417 -0.994
Cu 0.1259 0.0351 -3.3489 0.675
N 2.7128 0.0028 -1.9568 -1.103
N 1.4467 -0.6435 -4.6895 -1.506
H 2.6243 -0.8314 -1.3725 0.356
H -0.1005 1.3238 -3.9193 0.142
H -2.0946 1.2655 -4.0076 0.213
H -1.5642 -0.4080 -4.3390 0.220
H -1.1970 0.8797 -5.5126 0.220
H 1.8351 -1.5409 -4.3982 0.352
H 2.2177 0.0230 -4.7548 0.352
H 1.0427 -0.7531 -5.6213 0.313
H 3.6836 0.0511 -2.2649 0.344
H 2.5458 0.8042 -1.3436 0.361
O -0.2652 2.6204 -1.6222 -0.656
C -0.3780 1.5713 -1.0085 0.779
N -0.7457 1.4215 0.3305 -0.656
C -0.4835 0.0985 0.8342 -0.082
C -0.3413 -0.6582 -0.5128 0.676
O -0.3754 -1.8760 -0.6492 -0.641
N -0.1661 0.2736 -1.4963 -0.822
C 0.8324 0.1085 1.6224 -0.018
C 1.8122 -0.8634 1.4154 -0.218
C 3.0199 -0.7932 2.1234 -0.210
C 3.2228 0.2138 3.0685 -0.228
C 2.2175 1.1589 3.3090 -0.234
C 1.0188 1.1011 2.5907 -0.157
C -1.6632 -0.3770 1.6683 0.092
C -1.5156 -0.9051 2.9558 -0.240
C -2.6528 -1.2007 3.7187 -0.216
C -3.9283 -1.0053 3.1849 -0.229
C -4.0689 -0.5223 1.8768 -0.212
C -2.9342 -0.2142 1.1196 -0.215
H -0.7909 2.2571 0.8964 0.397
H 1.6204 -1.6838 0.7189 0.246
H 3.7880 -1.5424 1.9258 0.212
H 4.1586 0.2617 3.6286 0.208
H 2.3491 1.9445 4.0545 0.207
H 0.2254 1.8258 2.7958 0.200
H -0.5170 -1.0695 3.3664 0.225
H -2.5237 -1.5822 4.7328 0.206
H -4.8130 -1.2317 3.7828 0.205
H -5.0555 -0.3783 1.4368 0.208
H -3.0367 0.1732 0.1026 0.229
```

Calculated values
Total charge: -1
HOMO energy (alpha / beta) in eV: 0.365 / -4.870
Multiplicity: 2
E_LUMO (alpha / beta) in eV: 2.7 / 2.6

=====

Entry 2:
A structure of composition C16H21F3NO6S2, computed with the ωB97M-V functional and the def2-TZVPD basis.

Structure (XYZ):
```
49
Properties=species:S:1:pos:R:3:nbo_charge:R:1
C -1.3077 4.3800 -2.5711 -0.619
C -1.3786 3.4692 -1.3799 -0.077
O -1.7287 2.1393 -1.8348 -0.558
C -2.2430 1.3404 -0.8685 0.776
C -2.0616 -0.1062 -1.2330 -0.556
C -2.3800 -0.2828 -2.6801 -0.622
C -2.9933 -0.9160 -0.4236 0.765
O -3.7566 -1.7432 -0.9164 -0.721
O -2.9410 -0.7173 0.9057 -0.526
C -3.9482 -1.4698 1.6251 -0.067
C -3.7943 -1.0829 3.0664 -0.620
O -2.7189 1.7648 0.1768 -0.702
H -0.8862 5.3343 -2.2545 0.198
H -0.6816 3.9697 -3.3683 0.209
H -2.3110 4.5751 -2.9591 0.204
H -0.4059 3.3743 -0.8793 0.169
H -2.1310 3.8140 -0.6610 0.204
H -2.3804 -1.3447 -2.9535 0.208
H -3.4064 0.1060 -2.8083 0.195
H -1.6766 0.2732 -3.3158 0.197
H -4.9566 -1.2287 1.2498 0.183
H -3.7553 -2.5411 1.4716 0.177
H -4.5240 -1.6195 3.6743 0.193
H -2.7950 -1.3364 3.4298 0.202
H -3.9555 -0.0075 3.1950 0.214
C 2.5101 -2.4207 0.8178 -0.438
N 3.6431 -1.5144 0.6967 -0.785
S 5.0255 -2.2799 1.4125 0.371
C 4.9813 -1.5984 3.0813 0.812
F 6.2828 -1.5153 3.5073 -0.329
F 4.4269 -0.3609 3.1607 -0.313
F 4.2985 -2.4188 3.9357 -0.330
S 4.1291 -0.9551 -0.8560 2.292
C 2.7145 0.1013 -0.8561 -0.370
C 1.6744 -0.2923 -1.6969 -0.209
C 0.4175 -0.2531 -1.1349 -0.149
C 0.1957 0.2903 0.1285 -0.193
C 1.2250 0.9305 0.8306 -0.230
C 2.5158 0.8038 0.3554 -0.191
O 5.3270 -0.1672 -0.7521 -0.914
O 3.9905 -1.9998 -1.8324 -0.928
H 2.3697 -2.6082 1.8873 0.215
H 1.6018 -1.9894 0.3942 0.244
H 2.7548 -3.3740 0.3404 0.198
H 1.8647 -0.6884 -2.6879 0.232
H -0.4219 -0.6790 -1.7009 0.268
H -0.7893 0.2263 0.5929 0.271
H 1.0082 1.4649 1.7601 0.218
H 3.3718 1.1535 0.9286 0.231
```

Calculated values
Total charge: -1
HOMO energy in eV: -3.236
Multiplicity: 1
E_LUMO in eV: 2.4
Relative energy (zero: lowest compared OMol25 entry of this formula, charge and spin) in eV: 2.029